[1]
Entry from OMol25: a structure of composition C19H14BrN2SSr (the ωB97M-V functional and the def2-TZVPD basis).

Last column: Mulliken charge in e.
Geometry (Å):
Sr  1.3361  -0.7176  0.0001  1.70
C  1.3480  5.5363  -0.0003  -1.32
C  2.1507  4.2706  -0.0001  0.37
C  3.5423  4.2705  0.0000  -0.30
C  4.2428  3.0738  0.0002  -0.56
C  3.4991  1.9125  0.0002  0.55
Br  4.3923  0.2204  0.0004  -0.24
N  2.1783  1.8643  0.0000  -0.22
C  1.5248  3.0305  -0.0001  -0.49
H  1.9954  6.4101  -0.0002  0.36
H  0.7070  5.5884  0.8801  0.34
H  0.7072  5.5884  -0.8808  0.34
H  4.0834  5.2078  0.0000  0.38
H  5.3221  3.0444  0.0003  0.44
H  0.4423  2.9675  -0.0003  0.52
S  -3.1198  -2.9425  0.0000  -0.32
C  -3.5166  -1.2557  0.0000  0.98
C  -4.7654  -0.6434  0.0000  -0.68
C  -4.8137  0.7365  0.0001  -0.47
C  -3.6402  1.4961  0.0002  -0.60
C  -2.4028  0.8868  0.0002  0.17
C  -2.3354  -0.5064  0.0001  -1.04
N  -1.1750  -1.2619  0.0001  -0.65
C  -1.4263  -2.5502  0.0000  0.50
C  -0.3963  -3.5990  0.0000  1.73
C  -0.8075  -4.9360  -0.0001  -0.74
C  0.1323  -5.9491  -0.0001  -0.65
C  1.4804  -5.6210  -0.0001  -0.65
C  1.8732  -4.2874  0.0000  -0.18
C  0.9648  -3.2245  0.0000  -1.26
H  -5.6732  -1.2307  -0.0001  0.41
H  -5.7721  1.2366  0.0001  0.39
H  -3.7082  2.5756  0.0003  0.40
H  -1.4942  1.4794  0.0003  0.36
H  -1.8600  -5.1962  -0.0002  0.32
H  -0.1827  -6.9835  -0.0002  0.39
H  2.2257  -6.4068  -0.0001  0.37
H  2.9411  -4.0844  0.0000  0.36

Output
Kohn-Sham gap = 7.53 eV
E_LUMO = -3.17 eV
HOMO level = -10.7 eV
net charge = +1
DFT total energy = -104619.5563 eV


[2]
Entry from OMol25: the ion C2H6N3O with charge +1 in a non-equilibrium geometry (the ωB97M-V functional and the def2-TZVPD basis).

Last column: Mulliken charge in e.
Geometry (Å):
C  1.5924  -0.6480  -0.1894  -1.13
C  0.5975  0.2876  0.4792  0.28
N  -3.0647  0.0247  -0.2728  -0.70
N  -0.8815  -0.2252  0.4290  -0.28
N  -2.0251  -0.1218  0.1551  1.15
O  0.5506  1.5954  -0.0068  -0.44
H  1.4385  -1.0355  -1.1556  0.38
H  1.8778  -1.4859  0.4522  0.37
H  2.5786  -0.1443  -0.2563  0.37
H  0.8653  0.4068  1.5334  0.29
H  -4.0457  -0.2156  -0.2194  0.36
H  0.5162  1.5617  -0.9487  0.35

Output
energy above the lowest of the compared OMol25 structures with the same formula, charge and spin = 127.9 kcal per mole
Kohn-Sham gap = 10.97 eV
E_LUMO = -5.15 eV
HOMO level = -16.1 eV
net charge = +1
DFT total energy = -8677.6720 eV


[3]
Entry from OMol25: a structure of composition C24H22KN5O2 in a non-equilibrium geometry (the ωB97M-V functional and the def2-TZVPD basis).

Last column: Mulliken charge in e.
Geometry (Å):
K  -0.3595  0.0179  1.1412  0.82
C  2.2333  -2.3915  -0.5088  -1.04
N  0.8917  -1.8893  -0.7394  0.72
C  -0.0540  -2.9854  -0.8373  -1.26
C  -1.4936  -2.5977  -0.6113  1.07
C  -2.4291  -3.5911  -0.3218  -0.98
C  -3.7416  -3.2258  -0.0868  -0.31
C  -4.0800  -1.8834  -0.1627  -0.80
C  -3.0863  -0.9750  -0.4814  -0.33
N  -1.8280  -1.3209  -0.6954  -0.20
C  0.8616  -1.0484  -1.9288  -0.96
C  1.4985  0.2917  -1.7018  0.62
C  2.6418  0.6787  -2.3939  -0.77
C  3.1938  1.9209  -2.1374  -0.54
C  2.5843  2.7397  -1.2001  -0.65
C  1.4294  2.2788  -0.5862  -0.27
N  0.8968  1.0977  -0.8379  -0.23
C  3.1847  -1.3308  -0.0352  0.73
C  4.5022  -1.3044  -0.4833  -1.03
C  5.3382  -0.3010  -0.0286  -0.41
C  4.8327  0.6369  0.8571  -0.74
C  3.5153  0.5047  1.2692  -0.13
N  2.7174  -0.4554  0.8428  -0.10
H  2.6469  -2.8645  -1.4188  0.33
H  2.1875  -3.1556  0.2722  0.52
H  0.1942  -3.7213  -0.0680  0.47
H  0.0266  -3.4979  -1.8170  0.34
H  -2.1226  -4.6258  -0.2732  0.45
H  -4.4834  -3.9732  0.1538  0.42
H  -5.0866  -1.5472  0.0199  0.41
H  -3.2997  0.0780  -0.5832  0.47
H  -0.1824  -0.8786  -2.1813  0.52
H  1.3581  -1.5500  -2.7773  0.29
H  3.0963  0.0225  -3.1209  0.39
H  4.0793  2.2435  -2.6660  0.43
H  2.9845  3.7131  -0.9615  0.44
H  0.8911  2.8851  0.1315  0.49
H  4.8611  -2.0485  -1.1786  0.42
H  6.3646  -0.2541  -0.3616  0.42
H  5.4417  1.4439  1.2309  0.43
H  3.0752  1.1945  1.9749  0.44
O  -2.8437  0.8466  4.5111  -0.74
C  -2.2763  0.9416  3.4266  0.37
O  -1.2404  0.3623  3.0382  -0.70
C  -2.9497  1.8920  2.3995  0.22
C  -4.1095  2.5644  2.7860  -0.51
C  -4.7517  3.3856  1.8828  -0.39
C  -4.2120  3.5101  0.6105  -0.76
C  -3.0568  2.8062  0.3179  -0.29
N  -2.4360  2.0118  1.1787  0.16
H  -4.4758  2.4154  3.7887  0.48
H  -5.6557  3.9151  2.1540  0.41
H  -4.6693  4.1432  -0.1348  0.40
H  -2.6055  2.8765  -0.6670  0.43

Output
Kohn-Sham gap = 8.02 eV
E_LUMO = 0.21 eV
HOMO level = -7.8 eV
net charge = 0
DFT total energy = -53116.7704 eV


[4]
Entry from OMol25: a structure of composition HINO2S in a non-equilibrium geometry (the ωB97M-V functional and the def2-TZVPD basis).

Last column: Mulliken charge in e.
Geometry (Å):
N  -0.2999  -0.1132  1.0329  -0.63
O  -1.3405  -0.5088  -1.2816  -0.59
O  0.7588  0.6800  -1.2126  -0.60
S  -0.6122  0.6021  -0.6626  0.55
I  1.6307  0.3487  1.4922  -0.04
H  -0.1370  -1.0089  0.6318  0.31

Output
energy above the lowest of the compared OMol25 structures with the same formula, charge and spin = 1.8 kcal per mole
Kohn-Sham gap = 7.24 eV
E_LUMO = 3.14 eV
HOMO level = -4.1 eV
net charge = -1
DFT total energy = -24537.7471 eV


[5]
Entry from OMol25: a cluster of 2 separate species, BrHNO3P in total in a non-equilibrium geometry (the ωB97M-V functional and the def2-TZVPD basis).

Last column: Mulliken charge in e.
Geometry (Å):
N  -2.6071  -0.7741  0.3972  -0.65
O  1.9863  1.3189  0.9448  -0.64
O  2.0595  0.5031  -1.4947  -0.64
O  2.4005  -1.1603  0.4332  -0.64
P  2.0712  0.2083  -0.0383  0.92
Br  -4.1080  0.1925  -0.2081  -0.43
H  -1.8024  -0.2883  -0.0341  0.09

Output
energy above the lowest of the compared OMol25 structures with the same formula, charge and spin = 0.0 kcal per mole
Kohn-Sham gap = 5.32 eV
E_LUMO = 6.17 eV
HOMO level = 0.9 eV
net charge = -2
DFT total energy = -86980.7183 eV


[6]
Entry from OMol25: a cluster of 2 separate species, C6H15NO in total in a non-equilibrium geometry (the ωB97M-V functional and the def2-TZVPD basis).

Last column: Mulliken charge in e.
Geometry (Å):
C  2.2533  0.2144  0.1797  -1.10
C  1.2483  1.2414  -0.3484  -0.47
C  -0.1131  1.0235  0.1464  0.33
C  -1.1917  0.9461  -0.7217  -0.04
N  -1.2180  1.1790  -2.0479  -0.47
C  -0.3185  0.7917  1.5846  -0.21
C  -1.3168  -0.3174  1.9513  -1.13
H  2.0973  -0.7373  -0.3646  0.22
H  3.2873  0.4257  -0.0306  0.39
H  2.1376  0.0384  1.2576  0.32
H  1.6514  2.2638  -0.2035  0.29
H  1.2593  1.3995  -1.5264  0.08
H  -2.2202  0.6383  -0.3927  0.13
H  -2.1593  1.3288  -2.4985  0.22
H  -0.5067  1.6472  -2.5111  0.17
H  0.6957  0.5547  2.0999  0.14
H  -0.6308  1.7218  2.0713  0.25
H  -1.1523  -1.3288  1.3683  0.23
H  -2.2261  -0.0955  1.4582  0.26
H  -1.3754  -0.5480  2.9890  0.37
H  0.4462  -3.7275  -1.8598  0.29
H  -0.6485  -4.6047  -1.4567  0.29
O  0.0013  -4.0552  -1.1444  -0.58

Output
energy above the lowest of the compared OMol25 structures with the same formula, charge and spin = 61.0 kcal per mole
Kohn-Sham gap = 8.12 eV
E_LUMO = 0.91 eV
HOMO level = -7.2 eV
net charge = 0
DFT total energy = -10001.1119 eV